[1]
The following is a quantum chemistry calculation of 3 unconnected molecules or ions with the total composition C27H56ClF5N4O14P3S at a distorted geometry, from the Open Molecules 2025 dataset.

Each atom is followed by the atoms it is bonded to, with distances in Å.
Cartesian coordinates (Å):
1 Cl 3.3231 -1.5025 0.4625  C39 1.807
2 S 1.6900 3.6235 1.7644  O12 1.423, O17 1.422, N27 1.751, C32 1.871
3 P 4.0973 2.2038 -4.6820  O15 1.588, O16 1.632, O23 1.622, O24 1.480
4 P -0.7069 0.5370 3.2704  N25 1.808, C38 1.835, C40 1.839
5 P -4.0233 -5.0877 1.8753  O13 1.644, O14 1.493, O20 1.601, O21 1.625
6 F -0.4546 3.3392 5.0861  C44 1.336
7 F 2.0597 4.8004 3.9875  C32 1.333
8 F -1.0526 3.7352 3.0473  C44 1.338
9 F 1.7819 2.7159 4.2721  C32 1.327
10 F -0.3065 5.3304 4.3484  C44 1.320
11 O -3.5075 0.3169 -1.4066  C36 1.353, C37 1.429
12 O 2.9444 2.9622 1.6463  S2 1.423
13 O -4.2968 -5.2117 3.4920  P5 1.644, C52 1.425
14 O -4.3304 -3.6336 1.7298  P5 1.493
15 O 5.5905 2.0556 -4.1614  P3 1.588, C53 1.443
16 O 3.7550 3.6899 -4.1005  P3 1.632, C35 1.420
17 O 1.7914 4.9616 1.2936  S2 1.422
18 O -0.6108 5.8925 -0.0623  C55 1.186
19 O -2.2098 4.4159 0.4325  C55 1.348, H66 0.967
20 O -3.0468 -6.3566 1.8928  P5 1.601, C30 1.443
21 O -5.3398 -5.8412 1.2915  P5 1.625, C48 1.433
22 O -3.3242 -1.0988 -3.0969  C36 1.180
23 O 4.5131 2.5721 -6.2060  P3 1.622, C33 1.434
24 O 2.7970 1.5189 -4.8575  P3 1.480
25 N 0.6516 1.0102 2.1749  P4 1.808, C50 1.404, C51 1.507
26 N 0.9925 0.5250 -1.1756  C41 1.486, C46 1.448, H98 1.015
27 N 0.4730 2.8280 0.7885  S2 1.751, C50 1.321, C54 1.477
28 N -0.8906 0.9028 0.3221  C45 1.479, C46 1.480, C50 1.384
29 C -4.7021 -6.7314 -0.8981  C48 1.517, H71 1.089, H76 1.093, H101 1.090
30 C -3.0372 -7.4012 2.8883  O20 1.443, C42 1.509, H70 1.087, H83 1.091
31 C 6.7518 4.1711 -4.7442  C53 1.509, H75 1.090, H90 1.090, H95 1.088
32 C 1.3240 3.7613 3.5941  S2 1.871, F7 1.333, F9 1.327, C44 1.580
33 C 3.9589 1.8826 -7.3342  O23 1.434, C34 1.513, H102 1.089, H108 1.091
34 C 2.8940 2.7266 -7.9995  C33 1.513, H88 1.090, H96 1.090, H106 1.091
35 C 3.1539 3.7960 -2.8185  O16 1.420, C49 1.519, H78 1.101, H93 1.091
36 C -3.5332 -0.9221 -1.9492  O11 1.353, O22 1.180, H64 1.099
37 C -3.2911 0.3041 0.0062  O11 1.429, C45 1.531, H84 1.088, H109 1.089
38 C -1.3593 -1.0861 2.7176  P4 1.835, H58 1.091, H91 1.089, H94 1.086
39 C 2.8397 -0.0111 1.3604  Cl1 1.807, C47 1.521, C51 1.528, H86 1.080
40 C 0.0375 0.1808 4.9138  P4 1.839, H59 1.090, H79 1.084, H80 1.087
41 C 1.3553 -0.0591 -2.4931  N26 1.486, H62 1.085, H110 1.090, H111 1.088
42 C -4.3010 -8.2237 2.9414  C30 1.509, H67 1.089, H72 1.088, H104 1.091
43 C -5.5904 -3.5909 4.7338  C52 1.514, H60 1.090, H82 1.090, H100 1.091
44 C -0.1730 4.0640 4.0001  F6 1.336, F8 1.338, F10 1.320, C32 1.580
45 C -2.2809 1.4058 0.3368  N28 1.479, C37 1.531, H92 1.085, H99 1.091
46 C -0.4337 0.3704 -0.9807  N26 1.448, N28 1.480, H73 1.102, H81 1.093
47 C 3.7539 0.0952 2.5717  C39 1.521, H77 1.090, H87 1.090, H89 1.086
48 C -5.6128 -5.8042 -0.1152  O21 1.433, C29 1.517, H97 1.089, H103 1.094
49 C 4.1294 3.5440 -1.6817  C35 1.519, H63 1.093, H68 1.089, H107 1.091
50 C 0.0550 1.6031 1.0504  N25 1.404, N27 1.321, N28 1.384
51 C 1.3968 -0.2466 1.8058  N25 1.507, C39 1.528, H56 1.087, H61 1.090
52 C -4.2090 -4.0947 4.3727  O13 1.425, C43 1.514, H65 1.093, H85 1.090
53 C 6.7482 2.6621 -4.7734  O15 1.443, C31 1.509, H74 1.090, H105 1.087
54 C -0.0218 3.6181 -0.3567  N27 1.477, C55 1.540, H57 1.086, H69 1.088
55 C -0.9694 4.7665 0.0369  O18 1.186, O19 1.348, C54 1.540
56 H 0.8876 -0.8616 1.0688  C51 1.087
57 H 0.8134 4.0856 -0.8694  C54 1.086
58 H -0.9073 -1.9319 3.2381  C38 1.091
59 H -0.1002 -0.8778 5.1319  C40 1.090
60 H -6.1752 -3.3765 3.8396  C43 1.090
61 H 1.4492 -0.8454 2.7154  C51 1.090
62 H 2.3647 -0.4561 -2.4861  C41 1.085
63 H 4.4783 2.5080 -1.6818  C49 1.093
64 H -3.7685 -1.7670 -1.2876  C36 1.099
65 H -3.6953 -4.4424 5.2724  C52 1.093
66 H -2.4266 4.8260 1.2810  O19 0.967
67 H -4.5791 -8.5810 1.9506  C42 1.089
68 H 5.0089 4.1795 -1.7702  C49 1.089
69 H -0.5449 2.9969 -1.0809  C54 1.088
70 H -2.7821 -6.9955 3.8640  C30 1.087
71 H -4.7325 -7.7399 -0.4873  C29 1.089
72 H -5.1397 -7.6534 3.3360  C42 1.088
73 H -0.9999 0.7807 -1.8322  C46 1.102
74 H 7.5933 2.2936 -4.1914  C53 1.090
75 H 7.7266 4.5350 -5.0699  C31 1.090
76 H -3.6631 -6.3948 -0.8557  C29 1.093
77 H 3.3070 0.6550 3.3928  C47 1.090
78 H 2.3042 3.0990 -2.7577  C35 1.101
79 H -0.5259 0.7542 5.6415  C40 1.084
80 H 1.1053 0.3791 4.9527  C40 1.087
81 H -0.6499 -0.7010 -0.9973  C46 1.093
82 H -6.1338 -4.3506 5.2960  C43 1.090
83 H -2.2056 -8.0465 2.6026  C30 1.091
84 H -4.2035 0.5042 0.5637  C37 1.088
85 H -3.5990 -3.3011 3.9403  C52 1.090
86 H 2.9552 0.8016 0.6580  C39 1.080
87 H 3.9294 -0.9155 2.9398  C47 1.090
88 H 2.1347 3.0374 -7.2819  C34 1.090
89 H 4.7287 0.5112 2.3334  C47 1.086
90 H 6.5565 4.5455 -3.7395  C31 1.090
91 H -2.4309 -1.1361 2.9065  C38 1.089
92 H -2.5216 1.8966 1.2738  C45 1.085
93 H 2.7558 4.8095 -2.7477  C35 1.091
94 H -1.2028 -1.2537 1.6564  C38 1.086
95 H 5.9977 4.5907 -5.4076  C31 1.088
96 H 2.4105 2.1760 -8.8069  C34 1.090
97 H -6.6507 -6.1101 -0.2352  C48 1.089
98 H 1.2258 1.5086 -1.2660  N26 1.015
99 H -2.3949 2.1622 -0.4417  C45 1.091
100 H -5.5301 -2.6859 5.3408  C43 1.091
101 H -5.0047 -6.7683 -1.9447  C29 1.090
102 H 3.5696 0.9080 -7.0451  C33 1.089
103 H -5.5275 -4.7770 -0.4814  C48 1.094
104 H -4.1423 -9.0839 3.5927  C42 1.091
105 H 6.8878 2.2807 -5.7818  C53 1.087
106 H 3.3343 3.6351 -8.4121  C34 1.091
107 H 3.6467 3.7442 -0.7241  C49 1.091
108 H 4.7815 1.7074 -8.0296  C33 1.091
109 H -2.8617 -0.6436 0.3265  C37 1.089
110 H 0.6889 -0.8846 -2.7418  C41 1.090
111 H 1.2147 0.6843 -3.2756  C41 1.088

Output
Relative energy (zero: lowest compared OMol25 entry of this formula, charge and spin) ... 0.0 kJ/mol
Total charge ... +1
Frontier orbital gap ... 0.266 Ha


[2]
The following is a quantum chemistry calculation of 7 unconnected molecules or ions with the total composition C27H56NO23P3 at a distorted geometry, from the Open Molecules 2025 dataset.

Each atom is followed by the atoms it is bonded to, with distances in Å.
Cartesian coordinates (Å):
1 P 3.5001 1.5273 3.9146  O11 1.458, O14 1.606, O16 1.596, O22 1.600
2 P -1.1163 -4.2269 2.7350  O10 1.601, O12 1.612, O17 1.465, O24 1.597
3 P 0.5893 8.3814 0.6016  O8 1.586, O9 1.600, O19 1.600, O21 1.466
4 O -7.1408 -5.5154 -0.4906  C28 1.412, C34 1.322
5 O 0.5974 3.5255 -0.7971  N27 1.209
6 O -1.7272 1.1458 -4.3158  C35 1.329, C47 1.417
7 O 3.7529 -4.0779 -0.2282  C41 1.327, C54 1.441
8 O 0.6339 7.5206 1.9332  P3 1.586, C31 1.425
9 O 1.8632 7.8829 -0.2278  P3 1.600, C52 1.425
10 O 0.0323 -4.7572 1.7542  P2 1.601, C46 1.414
11 O 4.4266 1.1465 4.9737  P1 1.458
12 O -0.3632 -3.4620 3.9382  P2 1.612, C30 1.436
13 O -1.0486 3.1323 -4.7190  C35 1.330, C40 1.425
14 O 4.0979 2.5606 2.8404  P1 1.606, C44 1.403
15 O 2.2878 2.6722 0.2192  N27 1.219
16 O 3.0223 0.3162 2.9914  P1 1.596, C36 1.419
17 O -2.1674 -3.4866 2.0326  P2 1.465
18 O -2.8984 2.8855 -3.4689  C35 1.194
19 O -0.6954 7.7366 -0.1005  P3 1.600, C42 1.415
20 O -6.0046 -6.0383 -2.3701  C34 1.197
21 O 0.5039 9.8333 0.7885  P3 1.466
22 O 2.1230 2.1689 4.4169  P1 1.600, C53 1.428
23 O -5.8388 -4.0512 -1.3272  C33 1.420, C34 1.330
24 O -1.6190 -5.5727 3.4324  P2 1.597, C32 1.426
25 O 2.7893 -5.8404 0.7198  C41 1.192
26 O 2.8193 -5.6141 -1.5137  C41 1.342, C51 1.413
27 N 1.2114 2.5861 -0.3461  O5 1.209, O15 1.219, C50 1.465
28 C -7.6766 -6.8171 -0.3772  O4 1.412, H69 1.084, H82 1.093, H88 1.091
29 C 3.4434 -2.0130 -1.3575  C54 1.518, H66 1.087, H79 1.091, H109 1.086
30 C 0.0067 -2.0912 3.7214  O12 1.436, H68 1.091, H86 1.088, H100 1.091
31 C 1.8420 7.1587 2.5963  O8 1.425, H67 1.088, H76 1.086, H89 1.091
32 C -0.6449 -6.4081 4.0535  O24 1.426, H63 1.090, H98 1.092, H101 1.090
33 C -4.9179 -3.5649 -2.2924  O23 1.420, C45 1.525, H94 1.090, H103 1.091
34 C -6.3008 -5.2884 -1.4859  O4 1.322, O20 1.197, O23 1.330
35 C -1.9938 2.4298 -4.1017  O6 1.329, O13 1.330, O18 1.194
36 C 3.8546 -0.7822 2.6529  O16 1.419, H74 1.093, H80 1.090, H104 1.086
37 C -0.6807 1.1375 -0.8526  C48 1.393, C50 1.371, H55 1.082
38 C 0.5608 -1.0398 0.3553  C39 1.403, C49 1.383, H110 1.081
39 C -0.7235 -1.1668 -0.1959  C38 1.403, C48 1.386, H93 1.083
40 C -1.2760 4.5324 -4.8568  O13 1.425, C43 1.528, H84 1.086, H102 1.095
41 C 3.0842 -5.2238 -0.2571  O7 1.327, O25 1.192, O26 1.342
42 C -1.2968 8.3830 -1.2057  O19 1.415, H60 1.089, H96 1.092, H106 1.093
43 C -0.8796 5.3354 -3.6181  C40 1.528, H71 1.092, H72 1.092, H83 1.085
44 C 5.2425 3.3555 3.0063  O14 1.403, H65 1.099, H75 1.091, H99 1.089
45 C -4.6124 -2.1174 -1.9234  C33 1.525, H56 1.097, H62 1.086, H97 1.090
46 C -0.1537 -4.8358 0.3542  O10 1.414, H64 1.089, H77 1.094, H78 1.093
47 C -2.4974 0.2246 -3.5640  O6 1.417, H70 1.094, H85 1.088, H87 1.089
48 C -1.3097 -0.1054 -0.8671  C37 1.393, C39 1.386, H91 1.081
49 C 1.2216 0.1706 0.2454  C38 1.383, C50 1.394, H73 1.080
50 C 0.5930 1.2578 -0.3600  N27 1.465, C37 1.371, C49 1.394
51 C 2.3799 -6.9363 -1.7505  O26 1.413, H61 1.094, H81 1.090, H95 1.089
52 C 1.8594 6.5284 -0.6702  O9 1.425, H57 1.096, H90 1.092, H105 1.086
53 C 1.1909 2.5717 3.4129  O22 1.428, H58 1.088, H59 1.093, H92 1.095
54 C 4.1507 -3.3551 -1.4099  O7 1.441, C29 1.518, H107 1.090, H108 1.087
55 H -1.2129 1.9796 -1.2751  C37 1.082
56 H -3.9466 -1.7576 -2.7173  C45 1.097
57 H 1.9659 6.5087 -1.7605  C52 1.096
58 H 1.4463 3.5380 2.9820  C53 1.088
59 H 0.1736 2.6531 3.8047  C53 1.093
60 H -0.9549 9.3665 -1.5234  C42 1.089
61 H 3.1979 -7.5249 -2.1752  C51 1.094
62 H -4.1262 -2.0074 -0.9580  C45 1.086
63 H -0.2798 -7.2090 3.4109  C32 1.090
64 H -1.1861 -4.6199 0.0828  C46 1.089
65 H 4.9742 4.4113 2.8645  C44 1.099
66 H 2.3681 -2.1521 -1.4385  C29 1.087
67 H 2.0163 6.0856 2.5573  C31 1.088
68 H 1.0344 -2.0456 3.3573  C30 1.091
69 H -8.3755 -6.8658 0.4504  C28 1.084
70 H -1.8350 -0.5558 -3.1767  C47 1.094
71 H 0.2008 5.4811 -3.6833  C43 1.092
72 H -1.0319 4.7926 -2.6833  C43 1.092
73 H 2.1825 0.3155 0.7160  C49 1.080
74 H 3.3091 -1.7010 2.8815  C36 1.093
75 H 5.7245 3.3900 3.9845  C44 1.091
76 H 1.8178 7.5102 3.6240  C31 1.086
77 H 0.5207 -4.2598 -0.2859  C46 1.094
78 H 0.0942 -5.8587 0.0587  C46 1.093
79 H 3.7404 -1.4076 -2.2157  C29 1.091
80 H 3.9903 -0.8544 1.5739  C36 1.090
81 H 2.0672 -7.4816 -0.8599  C51 1.090
82 H -8.2054 -7.0864 -1.2947  C28 1.093
83 H -1.4764 6.2358 -3.5143  C43 1.085
84 H -0.8002 4.8537 -5.7786  C40 1.086
85 H -2.9318 0.6935 -2.6831  C47 1.088
86 H -0.0581 -1.6016 4.6907  C30 1.088
87 H -3.2254 -0.3083 -4.1730  C47 1.089
88 H -6.9080 -7.5796 -0.2431  C28 1.091
89 H 2.6745 7.6577 2.0975  C31 1.091
90 H 0.8629 6.0844 -0.6166  C52 1.092
91 H -2.3087 -0.1000 -1.2807  C48 1.081
92 H 1.0717 1.7715 2.6757  C53 1.095
93 H -1.1779 -2.1460 -0.1074  C39 1.083
94 H -3.9913 -4.1393 -2.2912  C33 1.090
95 H 1.5691 -6.8705 -2.4746  C51 1.089
96 H -1.2104 7.6912 -2.0461  C42 1.092
97 H -5.5053 -1.5050 -2.0447  C45 1.090
98 H 0.2314 -5.8711 4.4217  C32 1.092
99 H 5.9667 3.1489 2.2202  C44 1.089
100 H -0.6746 -1.6147 3.0151  C30 1.091
101 H -1.1149 -6.8489 4.9326  C32 1.090
102 H -2.3528 4.6793 -4.9930  C40 1.095
103 H -5.3564 -3.5505 -3.2911  C33 1.091
104 H 4.7951 -0.7570 3.1960  C36 1.086
105 H 2.5875 5.8333 -0.2626  C52 1.086
106 H -2.3773 8.4797 -1.0734  C42 1.093
107 H 5.2394 -3.2979 -1.4094  C54 1.090
108 H 3.9113 -3.8745 -2.3342  C54 1.087
109 H 3.7564 -1.5536 -0.4244  C29 1.086
110 H 1.0372 -1.8739 0.8522  C38 1.081

Output
SMILES string ... O=[N+]([O-])c1ccccc1.COP(=O)(OC)OC.COP(=O)(OC)OC.COP(=O)(OC)OC.CCOC(=O)OC.CCOC(=O)OC.CCOC(=O)OC
Frontier orbital gap ... 0.350 Ha


| no. | E_HOMO (eV) | DFT total energy (eV) | LUMO (eV) |
| --- | --- | --- | --- |
| 1 | -11.97 | -128337.2550 | -4.74 |
| 2 | -10.36 | -105359.6521 | -0.84 |